{
  "formula": "C21H26IMnN5O5",
  "method": "ωB97M-V/def2-TZVPD",
  "elements": ["Mn", "O", "C", "C", "C", "C", "C", "C", "C", "O", "N", "N", "C", "C", "C", "C", "C", "C", "N", "H", "H", "H", "H", "H", "H", "H", "H", "H", "H", "C", "N", "C", "C", "O", "C", "O", "C", "C", "O", "N", "C", "C", "H", "H", "H", "H", "H", "H", "H", "H", "H", "H", "H", "H", "H", "H", "H", "H", "I"],
  "positions_angstrom": [[0.06, 0.31, -0.36], [-5.19, -0.05, 1.45], [-4.50, 0.25, 2.56], [-5.23, 0.44, 3.74], [-4.59, 0.75, 4.92], [-3.20, 0.88, 4.96], [-2.48, 0.69, 3.80], [-3.10, 0.37, 2.59], [-2.25, 0.18, 1.39], [-0.99, 0.28, 1.50], [-2.89, -0.11, 0.25], [-2.00, -0.27, -0.75], [-2.32, -0.68, -1.90], [-1.22, -0.88, -2.86], [-1.46, -1.27, -4.17], [-0.38, -1.45, -5.02], [0.90, -1.25, -4.53], [1.05, -0.86, -3.21], [0.02, -0.69, -2.39], [-4.54, -0.15, 0.72], [-6.31, 0.35, 3.69], [-5.18, 0.90, 5.82], [-2.70, 1.12, 5.89], [-1.40, 0.78, 3.80], [-3.35, -0.91, -2.19], [-2.47, -1.40, -4.51], [-0.54, -1.74, -6.05], [1.77, -1.36, -5.17], [2.03, -0.67, -2.79], [3.00, -1.72, 2.77], [3.41, -0.53, 2.03], [4.60, 0.15, 2.50], [2.70, -0.13, 0.96], [1.69, -0.73, 0.58], [3.17, 1.11, 0.22], [2.53, 1.13, -1.03], [2.36, 2.44, -1.56], [1.13, 3.08, -0.92], [0.41, 2.38, -0.18], [0.89, 4.36, -1.12], [-0.42, 4.89, -0.72], [1.57, 5.14, -2.15], [2.86, -1.46, 3.82], [3.78, -2.48, 2.69], [2.07, -2.09, 2.36], [4.66, 0.04, 3.58], [4.57, 1.21, 2.28], [5.51, -0.28, 2.06], [4.25, 1.11, 0.08], [2.89, 1.98, 0.82], [2.15, 2.33, -2.62], [3.26, 3.04, -1.40], [-0.74, 4.40, 0.19], [-1.14, 4.69, -1.52], [-0.32, 5.96, -0.56], [2.59, 4.79, -2.30], [1.61, 6.18, -1.82], [1.03, 5.06, -3.09], [-0.50, 2.58, -3.88]],
  "homo_ev": [-6.976, -6.975],
  "total_charge": 0,
  "spin_multiplicity": 6,
  "gap_ev": [6.91, 6.76]
}

{
  "formula": "C21H26N2O",
  "method": "ωB97M-V/def2-TZVPD",
  "elements": ["C", "C", "C", "C", "C", "C", "N", "C", "C", "N", "C", "O", "C", "C", "C", "C", "C", "C", "C", "C", "C", "C", "C", "C", "H", "H", "H", "H", "H", "H", "H", "H", "H", "H", "H", "H", "H", "H", "H", "H", "H", "H", "H", "H", "H", "H", "H", "H", "H", "H"],
  "positions_angstrom": [[-1.53, -2.91, 1.44], [-0.09, -2.49, 0.82], [0.92, -1.94, 1.65], [2.03, -1.63, 1.15], [2.25, -1.78, -0.34], [3.57, -1.15, -0.77], [3.62, 0.53, -0.93], [2.64, 1.05, -1.95], [1.39, 1.11, -1.32], [1.58, 1.74, 0.22], [0.67, 1.47, 1.07], [0.89, 1.78, 2.46], [-0.65, 0.74, 0.91], [-1.65, 1.97, 0.31], [-2.96, 1.23, -0.23], [-4.11, 1.38, 0.88], [-5.17, 0.72, 0.50], [-5.32, -0.11, -0.54], [-4.19, -0.05, -1.82], [-2.94, 0.49, -1.31], [2.85, 2.07, 0.45], [3.91, 1.06, 0.24], [1.17, -2.15, -0.99], [-0.08, -2.62, -0.37], [-1.44, -3.11, 2.48], [-1.82, -3.80, 0.85], [-2.48, -2.14, 1.10], [0.68, -2.13, 2.79], [2.90, -1.34, 1.85], [4.31, -1.57, -0.09], [3.58, -1.50, -1.81], [2.45, 0.37, -2.47], [3.11, 1.83, -2.18], [0.80, 2.24, -1.67], [0.79, 0.34, -1.11], [-1.16, 0.53, 1.89], [-0.47, 0.13, 0.16], [-1.19, 2.28, -0.85], [-1.76, 2.79, 0.90], [-3.91, 1.99, 1.58], [-5.97, 0.62, 1.19], [-6.25, -0.73, -0.82], [-4.22, -0.65, -2.52], [-2.17, 0.23, -1.98], [3.04, 3.09, 0.10], [2.85, 2.57, 1.53], [4.04, 0.69, 1.15], [4.94, 1.63, -0.05], [1.35, -2.06, -2.20], [-0.78, -2.82, -1.34]],
  "homo_ev": -8.093,
  "total_charge": 0,
  "spin_multiplicity": 1,
  "gap_ev": 8.22
}

{
  "formula": "C21H26N2O3S",
  "method": "ωB97M-V/def2-TZVPD",
  "elements": ["C", "C", "C", "C", "C", "N", "C", "O", "C", "C", "C", "C", "C", "S", "C", "C", "O", "O", "C", "C", "N", "C", "C", "C", "C", "C", "C", "H", "H", "H", "H", "H", "H", "H", "H", "H", "H", "H", "H", "H", "H", "H", "H", "H", "H", "H", "H", "H", "H", "H", "H", "H", "H"],
  "positions_angstrom": [[-5.90, -0.33, -2.80], [-5.11, -1.21, -1.83], [-5.01, -2.63, -2.38], [-5.79, -1.18, -0.45], [-5.04, -1.95, 0.63], [-3.69, -1.45, 0.82], [-2.60, -2.15, 0.41], [-2.66, -3.28, -0.03], [-1.31, -1.40, 0.55], [-1.05, -0.60, 1.68], [0.14, 0.06, 1.80], [1.12, -0.03, 0.79], [2.36, 0.64, 0.81], [2.72, 1.75, 2.17], [2.11, 3.31, 1.42], [0.63, 3.17, 1.18], [0.14, 2.80, 0.15], [-0.08, 3.48, 2.27], [3.28, 0.45, -0.19], [2.91, -0.40, -1.27], [1.76, -1.01, -1.33], [0.86, -0.86, -0.34], [-0.36, -1.55, -0.43], [3.83, -0.61, -2.44], [5.28, -0.27, -2.13], [5.34, 1.11, -1.50], [4.65, 1.08, -0.14], [-6.90, -0.71, -2.93], [-5.96, 0.69, -2.43], [-5.41, -0.30, -3.77], [-4.10, -0.80, -1.73], [-5.98, -3.11, -2.39], [-4.33, -3.23, -1.78], [-4.62, -2.61, -3.40], [-5.91, -0.14, -0.14], [-6.79, -1.61, -0.54], [-4.94, -3.00, 0.37], [-5.58, -1.87, 1.58], [-3.59, -0.48, 1.05], [-1.78, -0.53, 2.47], [0.36, 0.65, 2.68], [2.63, 3.49, 0.49], [2.31, 4.08, 2.16], [-1.03, 3.34, 2.10], [-0.54, -2.18, -1.28], [3.47, 0.02, -3.26], [3.72, -1.65, -2.77], [5.69, -1.01, -1.44], [5.87, -0.30, -3.05], [4.84, 1.83, -2.15], [6.37, 1.43, -1.37], [5.25, 0.50, 0.56], [4.58, 2.09, 0.27]],
  "homo_ev": -8.683,
  "total_charge": 0,
  "spin_multiplicity": 1,
  "gap_ev": 8.59
}

It is found that the energy relative to the best compared isomer or geometry (same formula, charge and spin) values, taken in the order of the records, are 3.2; 450.8; 0.0 kcal/mol.